A.
The following is a DFT calculation (ωB97M-V/def2-TZVPD) of a cluster of 2 separate species, C3H8BrClSi in total.

```
14
Properties=species:S:1:pos:R:3
C -0.89095 -0.48534 -0.99241
C 1.35847 0.50867 -0.27135
C 0.30757 -0.59480 -0.04510
Si -0.28959 -1.19559 1.79234
Cl 1.36721 -2.04038 -0.42377
Br 1.27553 -0.97172 3.39520
H -0.50784 -0.64751 -2.00558
H -1.72449 -1.13374 -0.84984
H -1.25927 0.54193 -0.79339
H 2.12139 0.66256 0.50987
H 1.90663 0.16840 -1.25343
H 0.96993 1.56277 -0.53507
H -1.99994 0.17529 2.90774
H -0.57115 -2.55474 1.51904
```

M: 187.54 g mol⁻¹
gap between HOMO and LUMO: 8.491 eV

These are the Mulliken partial charges, in e, on atoms 1 to 4: -1.368 -1.152 0.756 0.258

B.
The following is a DFT calculation (ωB97M-V/def2-TZVPD) of a structure of composition C3H8BrClSi.

```
14
Properties=species:S:1:pos:R:3
C 0.88602 -1.03699 0.27259
C 0.28807 1.31286 -0.17666
C -0.12576 0.06819 0.60072
Si -1.94643 -0.13433 0.10168
Cl -0.37914 0.68589 2.25802
Br 1.44905 -0.81749 -3.31216
H 1.88311 -0.72585 0.35598
H 0.80662 -1.91630 1.07440
H 0.77065 -1.47468 -0.64895
H 0.09836 1.42900 -1.27380
H -0.18746 2.23625 0.19561
H 1.36792 1.67226 -0.06398
H -2.78534 0.03320 1.28359
H -2.12567 -1.33202 -0.66703
```

M: 187.54 g mol⁻¹
gap between HOMO and LUMO (alpha / beta): 9.197 / 3.850 eV

These are the Mulliken partial charges, in e, on atoms 1 to 4: -1.284 -1.624 1.054 0.074

Which of them is the most stable? Correct choice: A.

A.
The following is a DFT calculation (ωB97M-V/def2-TZVPD) of a cluster of 2 separate species, CH3F2NO in total.

```
8
Properties=species:S:1:pos:R:3
C -1.54982 0.50794 0.22270
N 1.44938 -0.21815 -0.04479
O -1.94424 1.55536 0.49209
F -1.15649 0.06073 -0.98838
F -1.30878 -0.53867 1.05166
H 0.75738 -0.77894 0.37734
H 1.39448 -0.05279 -1.03975
H 2.35809 -0.53547 -0.07087
```

SMILES string: O=C(F)F.N
M: 83.04 g mol⁻¹
gap between HOMO and LUMO: 10.896 eV

These are the Mulliken partial charges, in e, on atoms 1 to 4: 0.656 -0.601 -0.299 -0.181

B.
The following is a DFT calculation (ωB97M-V/def2-TZVPD) of a cluster of 2 separate species, CH3F2NO in total.

```
8
Properties=species:S:1:pos:R:3
C 0.62141 0.04305 0.05405
N -1.53419 -0.37244 0.03285
O 0.98424 1.15024 -0.56946
F 0.89837 0.18338 1.36781
F 1.12462 -1.11889 -0.34837
H -1.81470 0.28507 0.66183
H -1.43762 -1.31013 0.39965
H 1.15787 1.13972 -1.59836
```

M: 83.04 g mol⁻¹
gap between HOMO and LUMO: 9.782 eV

These are the Mulliken partial charges, in e, on atoms 1 to 4: 0.641 -0.626 -0.437 -0.202

Which of them is the most stable? Correct choice: A.

A.
The following is a DFT calculation (ωB97M-V/def2-TZVPD) of a cluster of 2 separate species, C2H3F2N in total.

```
8
Properties=species:S:1:pos:R:3
C 0.17496 -0.51009 -0.65960
C -0.58641 0.52429 0.02714
N -0.21787 -0.68881 0.67433
F -1.83176 0.89028 -0.06813
F 0.83722 -0.41162 1.52660
H -0.17729 -1.28685 -1.38792
H 1.23405 -0.17851 -0.57883
H 0.56708 1.66131 0.46641
```

M: 79.05 g mol⁻¹
gap between HOMO and LUMO: 10.943 eV

These are the Mulliken partial charges, in e, on atoms 1 to 4: -0.329 0.086 -0.176 -0.189

B.
The following is a DFT calculation (ωB97M-V/def2-TZVPD) of an isolated molecule of C2H3F2N.

```
8
Properties=species:S:1:pos:R:3
C -0.66385 0.21362 0.40753
C 0.70134 -0.01884 -0.04669
N -0.28833 0.13401 -1.03375
F 1.25466 -1.21191 0.09564
F 1.68127 0.98543 0.04968
H -1.26635 -0.50544 0.94688
H -0.91942 1.23951 0.79985
H -0.49933 -0.83638 -1.21915
```

SMILES string: FC1(F)CN1
M: 79.05 g mol⁻¹
gap between HOMO and LUMO: 11.717 eV

These are the Mulliken partial charges, in e, on atoms 1 to 4: -0.706 1.021 -0.579 -0.246

Which of them is the most stable? Correct choice: B.

A.
The following is a DFT calculation (ωB97M-V/def2-TZVPD) of a cluster of 2 separate species, CH7NO in total.

```
10
Properties=species:S:1:pos:R:3
C -0.15481 0.55479 1.70592
H 1.02567 -1.46231 1.67799
H -0.71637 -1.35901 1.49487
H -1.13959 0.75440 1.21238
H -0.18694 0.68458 2.76316
H 0.57992 1.20795 1.50413
H 0.47332 -0.64369 -2.27364
H -0.30986 0.13820 -3.78928
N 0.18102 -0.77227 1.29238
O -0.00805 0.34463 -2.73397
```

SMILES string: CN.O
M: 49.07 g mol⁻¹
gap between HOMO and LUMO: 9.726 eV

These are the Mulliken partial charges, in e, on atoms 1 to 4: -0.747 0.224 0.222 0.234

B.
The following is a DFT calculation (ωB97M-V/def2-TZVPD) of a cluster of 2 separate species, CH7NO in total.

```
10
Properties=species:S:1:pos:R:3
C -0.14892 -2.35183 1.01090
N 0.84273 -1.66331 1.84511
H -0.17740 -1.84812 0.04726
H -1.12116 -2.32425 1.46882
H 0.03755 -3.41150 0.80403
H 0.55424 -1.61641 2.81255
H 1.73925 -2.12332 1.78674
H -1.07796 5.44216 -2.72441
H -0.06638 4.54298 -3.50486
O -0.58194 5.35360 -3.54613
```

SMILES string: CN.O
M: 49.07 g mol⁻¹
gap between HOMO and LUMO: 10.412 eV

These are the Mulliken partial charges, in e, on atoms 1 to 4: -0.632 -0.529 0.216 0.284

C.
The following is a DFT calculation (ωB97M-V/def2-TZVPD) of a structure of composition CH7NO.

```
10
Properties=species:S:1:pos:R:3
C -1.16961 -0.37260 0.00980
H 0.07867 0.11497 -1.76538
H -1.42632 1.58899 -1.21071
H -1.27489 0.30828 1.07443
H -2.08191 -1.16996 -0.50477
H -0.10990 -1.17291 0.35861
H 1.43774 0.01758 0.67630
H 2.84325 0.43665 1.10506
N -0.57117 0.80285 -0.83060
O 2.27414 -0.55385 1.08725
```

M: 49.07 g mol⁻¹
gap between HOMO and LUMO: 10.264 eV

These are the Mulliken partial charges, in e, on atoms 1 to 4: -0.664 0.260 0.263 0.304

Which of them is the most stable? Correct choice: B.

A.
The following is a DFT calculation (ωB97M-V/def2-TZVPD) of the ion C6H18N4 with charge +2.

```
28
Properties=species:S:1:pos:R:3
C -1.24277 -0.90405 0.56408
C -0.99705 -0.03725 -0.73927
C 0.06625 0.04591 0.49712
C 2.00722 -1.31230 1.32744
C -0.64665 -0.08715 -3.31255
C 0.08301 1.18964 1.37784
N -2.33591 -0.76961 1.44187
N 1.37938 -0.55386 0.18419
N 1.04827 2.37054 0.99312
N -0.39529 -0.63205 -1.93473
H -0.87287 -2.02465 0.52684
H -1.50443 0.89673 -0.86959
H 1.28717 -2.16762 1.46756
H 2.98935 -1.52082 0.86892
H 2.08939 -0.66549 2.29225
H -1.75654 0.03118 -3.32672
H -0.14905 0.93481 -3.44219
H -0.30058 -0.79931 -3.94293
H 0.48124 0.82755 2.34144
H -0.75572 1.70865 1.72171
H -2.72627 -1.61609 1.85091
H -3.08619 -0.29075 1.05925
H 2.00307 0.21005 -0.18665
H 0.69498 2.65863 0.14578
H 1.96890 1.84894 0.98047
H 1.14252 3.17592 1.70236
H 0.48690 -0.98710 -1.65845
H -0.95832 -1.53043 -1.93008
```

charge: +2
SMILES string: CN[C@]1(C[NH3+])[C@@H](N)[C@@H]1[NH2+]C
M: 146.24 g mol⁻¹
gap between HOMO and LUMO: 9.726 eV

These are the Mulliken partial charges, in e, on atoms 1 to 4: -0.232 -0.634 0.852 -0.652

B.
The following is a DFT calculation (ωB97M-V/def2-TZVPD) of a structure of composition C6H18N4.

```
28
Properties=species:S:1:pos:R:3
C -1.35636 -0.40253 0.46495
C 1.32452 -1.53246 -0.99660
C 0.54695 1.49668 1.20696
C 0.24347 1.27080 -1.21761
C 1.24913 -0.63928 0.25161
C 0.37224 0.52180 0.09129
N -1.29333 -1.12936 1.47134
N -2.36688 0.06038 -0.37935
N 2.72965 -0.40769 0.48736
N -3.68469 -0.50754 -0.18628
H 1.91086 -2.43371 -0.84272
H 0.37328 -1.79925 -1.26640
H 1.71466 -1.00563 -1.88726
H 0.61839 2.43757 0.69569
H 1.46022 1.24738 1.91622
H -0.38610 1.44084 1.82940
H -0.03763 0.53280 -2.09787
H 1.21127 1.67186 -1.46984
H -0.64059 1.99699 -1.10069
H 0.87875 -1.21574 1.18583
H -2.04335 -1.71277 1.74016
H -2.18040 0.46355 -1.36231
H 3.24979 -0.41584 -0.45944
H 3.20727 -0.98068 1.22637
H 2.78442 0.57286 0.79001
H -3.58014 -1.17529 0.59396
H -4.37912 0.33996 0.01639
H -4.08822 -1.12145 -0.89798
```

charge: +2
M: 146.24 g mol⁻¹
gap between HOMO and LUMO: 10.283 eV

These are the Mulliken partial charges, in e, on atoms 1 to 4: 0.289 -1.840 -1.344 -2.007

Which of them is the most stable? Correct choice: A.

A.
The following is a DFT calculation (ωB97M-V/def2-TZVPD) of the ion C6H13N with charge -1.

```
20
Properties=species:S:1:pos:R:3
C 0.21813 -1.74485 1.96022
C 0.82292 -1.13173 0.68450
N 1.24907 1.66340 0.00001
C 0.11094 0.98764 -0.49693
C -0.15755 -0.33777 -0.15628
C -1.36357 -1.06106 -0.67125
C -0.74822 1.71134 -1.49345
H -0.52990 -2.48847 1.72880
H -0.30643 -0.97217 2.58759
H 0.97745 -2.22385 2.57098
H 1.70751 -0.52878 0.95827
H 1.22880 -1.96568 0.09008
H 1.50491 1.40912 0.90824
H 1.15025 2.69475 -0.02356
H -1.48577 -0.78222 -1.76664
H -1.19375 -2.15503 -0.55498
H -2.24274 -0.81151 -0.15166
H -1.78772 1.41346 -1.42379
H -0.64509 2.75329 -1.34966
H -0.41689 1.47185 -2.53459
```

charge: -1
M: 99.18 g mol⁻¹
gap between HOMO and LUMO (alpha / beta): 2.715 / 7.648 eV
2S+1: 2

These are the Mulliken partial charges, in e, on atoms 1 to 4: -1.742 -0.770 -0.782 -1.292

B.
The following is a DFT calculation (ωB97M-V/def2-TZVPD) of the ion C6H13N with charge -1.

```
20
Properties=species:S:1:pos:R:3
C -0.22984 0.65962 1.93051
C -0.15961 -0.70032 1.20430
C -0.08518 -0.68931 -0.29395
C -1.12011 -0.87280 -1.12934
N -2.48381 -0.55697 -0.90186
C 1.30017 -0.42392 -0.88930
C 1.75647 1.03379 -0.72319
H -0.60541 1.43227 1.26020
H -0.95515 0.55910 2.73983
H 0.71888 1.01813 2.31823
H 0.62342 -1.36083 1.60086
H -1.07926 -1.25266 1.43280
H -0.95351 -1.18624 -2.15487
H -2.87420 -0.22313 -1.79165
H -2.54980 0.24669 -0.27178
H 1.97699 -1.09637 -0.34963
H 1.16991 -0.67299 -1.94842
H 1.86573 1.18606 0.34490
H 1.00793 1.72439 -1.08212
H 2.67636 1.17548 -1.29554
```

charge: -1
M: 99.18 g mol⁻¹
gap between HOMO and LUMO (alpha / beta): 3.091 / 7.806 eV
2S+1: 2

These are the Mulliken partial charges, in e, on atoms 1 to 4: -1.677 -1.248 2.330 -3.714

C.
The following is a DFT calculation (ωB97M-V/def2-TZVPD) of the ion C6H13N with charge -1.

```
20
Properties=species:S:1:pos:R:3
C -2.20032 -0.41830 0.33326
N -0.87000 -1.00797 0.08718
C -0.00971 -0.02465 -0.61675
C 1.42712 -0.27188 -0.14884
C 1.64362 0.14979 1.26685
C 1.15348 1.33880 1.85043
C -0.17922 -0.19126 -2.11796
H -2.60465 -0.07689 -0.61228
H -2.14458 0.40271 1.05144
H -2.86172 -1.18331 0.75686
H -0.41933 -1.02910 1.01033
H -0.26870 0.97353 -0.26808
H 2.09211 0.18660 -0.92459
H 1.62902 -1.34822 -0.22567
H 2.32605 -0.49388 1.82022
H 1.21999 1.47681 2.92827
H 0.81424 2.17752 1.23887
H -0.10008 -1.25575 -2.32109
H -1.16637 0.14388 -2.43780
H 0.51906 0.45157 -2.67064
```

charge: -1
M: 99.18 g mol⁻¹
gap between HOMO and LUMO (alpha / beta): 3.152 / 7.016 eV
2S+1: 2

These are the Mulliken partial charges, in e, on atoms 1 to 4: -0.979 -0.664 0.546 -0.948

Which of them is the most stable? Correct choice: A.